1.
A molecular structure, C22H16NO5SY in a non-equilibrium geometry, computed with ωB97M-V/def2-TZVPD.

CARTESIAN COORDINATES (ANGSTROEM)
Y -0.073 -0.306 0.412
C 4.040 -0.949 2.302
C 2.575 -1.185 2.543
C 1.807 -0.258 3.249
C 0.463 -0.490 3.509
C -0.134 -1.678 3.091
C 0.614 -2.605 2.378
C 1.952 -2.346 2.089
H 4.624 -1.342 3.138
H 4.255 0.115 2.205
H 4.375 -1.447 1.393
H 2.270 0.658 3.595
H -0.115 0.231 4.072
H -1.161 -1.891 3.355
H 0.167 -3.541 2.072
H 2.532 -3.081 1.544
O -5.466 -2.918 0.418
C -4.366 -2.613 0.770
C -3.958 -1.358 1.557
O -4.612 -0.763 2.372
C -2.584 -1.079 1.090
C -2.063 -2.161 0.408
O -0.853 -2.154 -0.136
C -3.042 -3.265 0.340
O -2.859 -4.414 0.037
O -1.914 0.056 1.255
C -2.406 -0.090 -2.098
C -1.350 0.924 -2.418
C -1.519 1.753 -3.545
C -0.570 2.674 -3.846
C 0.576 2.802 -3.034
C 1.578 3.750 -3.337
C 2.671 3.846 -2.532
C 2.789 3.009 -1.406
C 1.834 2.077 -1.068
S 2.075 1.106 0.388
C 0.691 1.955 -1.910
N -0.289 1.014 -1.627
H -3.139 -0.149 -2.899
H -2.931 0.188 -1.183
H -1.970 -1.078 -1.961
H -2.407 1.638 -4.151
H -0.676 3.318 -4.711
H 1.456 4.385 -4.206
H 3.451 4.565 -2.749
H 3.657 3.093 -0.764

As for the spin multiplicity: 1. As for the energy above the lowest of the compared OMol25 structures with the same formula, charge and spin: 18.9 kJ/mol. The calculation puts the gap between HOMO and LUMO at 7.542 eV.

Results of the natural (NBO) charge analysis, in e, for atoms 1 through 6: number 1, Y, carries 2.074; number 2, C, carries -0.640; number 3, C, carries -0.006; number 4, C, carries -0.165; number 5, C, carries -0.233; number 6, C, carries -0.270

---

2.
A molecular structure, C44H36Cl2FN6O2Ti in a non-equilibrium geometry, computed with ωB97M-V/def2-TZVPD.

CARTESIAN COORDINATES (ANGSTROEM)
Ti 0.477 1.258 2.480
C -2.184 1.289 5.864
C -1.336 1.759 4.859
N -0.385 0.913 4.319
C -0.443 -0.440 4.579
C -1.415 -0.981 5.459
C -2.283 -0.091 6.089
C -1.385 -2.341 5.799
C -0.550 -3.162 4.991
C 0.274 -2.646 4.001
C 0.476 -1.270 3.820
N 1.062 -0.668 2.703
C 2.144 -1.235 1.964
C 2.952 -2.401 2.087
C 3.829 -2.764 1.024
C 3.892 -2.020 -0.163
C 3.228 -0.788 -0.265
C 3.359 0.036 -1.415
C 2.530 1.142 -1.485
C 1.796 1.570 -0.392
N 1.624 0.799 0.755
C 2.393 -0.364 0.848
H -2.801 1.985 6.466
H -1.285 2.777 4.507
H -3.015 -0.458 6.844
H -1.892 -2.764 6.702
H -0.478 -4.218 5.150
H 0.702 -3.323 3.257
H 2.818 -2.964 2.999
H 4.464 -3.622 1.131
H 4.490 -2.389 -0.944
H 4.005 -0.258 -2.245
H 2.433 1.709 -2.430
H 1.279 2.535 -0.446
Cl -1.303 5.689 1.022
C -2.006 4.159 0.771
C -3.408 4.125 0.348
C -4.057 2.883 0.256
Cl -5.790 2.892 -0.139
C -3.341 1.665 0.536
C -3.852 0.383 0.310
C -3.062 -0.723 0.699
C -1.872 -0.576 1.404
N -1.370 0.631 1.598
C -2.063 1.773 1.122
C -1.349 3.020 1.242
O -0.114 2.964 1.673
H -3.878 5.002 -0.035
H -4.913 0.222 -0.166
H -3.478 -1.713 0.311
H -1.297 -1.421 1.771
C -0.185 -0.328 -8.308
C 0.055 -0.570 -6.824
N -1.049 -0.054 -5.972
C -1.218 1.420 -5.755
C -2.615 1.893 -6.081
C -1.832 -0.914 -5.186
O -2.527 -0.443 -4.242
C -1.753 -2.362 -5.442
C -1.837 -3.056 -6.665
C -1.802 -4.452 -6.604
C -1.734 -5.030 -5.332
N -1.535 -4.386 -4.204
C -1.626 -3.062 -4.254
H 0.629 -0.692 -8.978
H -0.183 0.789 -8.404
H -1.155 -0.709 -8.583
H 0.947 0.009 -6.433
H 0.272 -1.573 -6.451
H -0.550 1.984 -6.467
H -0.986 1.629 -4.684
H -2.927 1.535 -7.051
H -2.413 3.015 -6.136
H -3.357 1.594 -5.339
H -1.814 -2.528 -7.608
H -1.911 -5.073 -7.516
H -1.767 -6.080 -5.211
H -1.610 -2.513 -3.307
F 5.989 0.010 6.247
C 5.115 0.856 5.593
C 5.427 1.253 4.308
C 4.337 1.793 3.592
C 3.053 1.925 4.155
C 1.939 2.473 3.383
C 2.890 1.503 5.533
C 3.888 1.011 6.275
H 6.371 0.916 3.886
H 4.374 2.117 2.557
H 2.356 3.005 2.538
H 1.415 3.231 3.954
H 1.974 1.677 6.089
H 3.735 0.608 7.290

As for the spin multiplicity: 1. As for the energy above the lowest of the compared OMol25 structures with the same formula, charge and spin: 224.3 kJ/mol. Its net charge is +1. The calculation puts the gap between HOMO and LUMO at 6.039 eV.

Results of the Löwdin charge analysis, in e, for atoms 1 through 6: number 1, Ti, carries 1.158; number 2, C, carries -0.018; number 3, C, carries -0.042; number 4, N, carries -0.008; number 5, C, carries -0.142; number 6, C, carries -0.179

---

3.
A molecular structure, C34H46CsO6P2 in a non-equilibrium geometry, computed with ωB97M-V/def2-TZVPD.

CARTESIAN COORDINATES (ANGSTROEM)
Cs -0.032 -2.715 1.140
C 2.687 -6.144 1.017
C 2.490 -5.825 -0.318
C 3.356 -4.947 -0.955
C 4.420 -4.398 -0.254
C 4.616 -4.717 1.084
C 3.745 -5.588 1.723
H 1.999 -6.820 1.509
H 1.644 -6.239 -0.852
H 3.191 -4.689 -1.994
H 5.097 -3.713 -0.750
H 5.443 -4.281 1.632
H 3.890 -5.831 2.769
C -1.729 3.227 -1.213
C -2.715 2.081 -1.109
C -4.014 2.452 -0.427
O -2.142 0.939 -0.423
P -1.187 0.769 0.791
O -1.262 -0.575 1.385
C 0.486 1.108 0.238
P 1.698 0.957 1.540
O 1.546 -0.253 2.361
O 1.607 2.269 2.449
C 2.253 3.530 2.182
C 2.112 4.347 3.450
C 1.649 4.226 0.980
O 3.074 1.107 0.758
C 4.314 0.449 1.136
C 4.643 0.671 2.601
C 4.253 -1.012 0.750
O -1.526 1.950 1.820
C -1.960 1.628 3.171
C -3.418 1.214 3.163
C -1.698 2.866 4.001
H -2.227 4.089 -1.663
H -0.889 2.942 -1.849
H -1.375 3.531 -0.225
H -2.902 1.679 -2.101
H -3.828 2.878 0.561
H -4.651 1.574 -0.323
H -4.546 3.193 -1.029
H 0.546 2.087 -0.234
H 0.690 0.346 -0.531
H 3.309 3.327 1.996
H 1.074 4.650 3.600
H 2.725 5.248 3.386
H 2.432 3.765 4.314
H 0.564 4.291 1.089
H 1.884 3.711 0.048
H 2.049 5.239 0.907
H 5.050 0.962 0.517
H 3.852 0.278 3.241
H 4.793 1.730 2.818
H 5.568 0.141 2.843
H 3.541 -1.551 1.376
H 5.237 -1.470 0.875
H 3.955 -1.117 -0.294
H -1.339 0.801 3.519
H -4.060 2.065 2.924
H -3.700 0.837 4.149
H -3.591 0.419 2.438
H -2.222 3.721 3.568
H -0.630 3.078 4.034
H -2.060 2.720 5.020
C -1.713 -3.973 -0.751
C -2.072 -3.220 -1.666
C -2.233 -2.113 -2.581
C -1.109 -1.274 -2.735
C 0.185 -1.694 -2.245
C 1.320 -0.927 -2.377
C 1.295 0.355 -2.946
C 0.049 0.807 -3.397
C -1.096 0.045 -3.305
C -3.506 -1.946 -3.251
C -3.714 -1.226 -4.451
C -4.963 -1.132 -5.046
C -6.076 -1.752 -4.495
C -5.893 -2.502 -3.332
C -4.653 -2.603 -2.734
H 0.238 -2.687 -1.816
H 2.268 -1.343 -2.037
H 2.196 0.944 -3.064
H -0.035 1.799 -3.839
H -2.026 0.481 -3.643
H -2.872 -0.773 -4.956
H -5.059 -0.575 -5.973
H -7.050 -1.674 -4.962
H -6.735 -3.021 -2.885
H -4.523 -3.205 -1.843

As for the spin multiplicity: 1. As for the energy above the lowest of the compared OMol25 structures with the same formula, charge and spin: 59.6 kJ/mol. Its net charge is -1. The calculation puts the gap between HOMO and LUMO at 3.222 eV.

Results of the Löwdin charge analysis, in e, for atoms 1 through 6: number 1, Cs, carries 1.052; number 2, C, carries -0.096; number 3, C, carries -0.082; number 4, C, carries -0.081; number 5, C, carries -0.108; number 6, C, carries -0.110

---

4.
2 unconnected molecules or ions with the total composition CHClO4S in a non-equilibrium geometry, computed with ωB97M-V/def2-TZVPD.

CARTESIAN COORDINATES (ANGSTROEM)
C 2.427 0.153 0.163
O 2.797 0.520 -0.838
O -2.548 -0.094 0.317
O -0.700 -1.329 -0.510
O 1.974 -0.262 1.146
S -0.924 -0.418 0.507
Cl -0.259 1.478 -0.245
H -2.767 -0.048 -0.539

As for the spin multiplicity: 1. As for the energy above the lowest of the compared OMol25 structures with the same formula, charge and spin: 31.5 kJ/mol. The calculation puts the gap between HOMO and LUMO at 11.073 eV.

Results of the natural (NBO) charge analysis, in e, for atoms 1 through 6: number 1, C, carries 1.033; number 2, O, carries -0.483; number 3, O, carries -0.871; number 4, O, carries -0.893; number 5, O, carries -0.550; number 6, S, carries 1.619

---

5.
A molecular structure, C10H24ClIN2O2PTb in a non-equilibrium geometry, computed with ωB97M-V/def2-TZVPD.

CARTESIAN COORDINATES (ANGSTROEM)
C -0.243 -4.044 -3.226
I 1.333 -2.761 -2.337
H -1.202 -3.686 -2.860
H -0.019 -5.067 -2.913
H -0.146 -3.944 -4.310
Tb -0.361 -0.794 -0.806
P -0.033 1.192 -2.821
C 1.406 1.799 -3.750
C -1.127 0.746 -4.225
H -1.647 2.617 -1.683
H -0.955 3.434 -3.121
H 0.012 3.305 -1.623
C -0.726 2.794 -2.256
H -2.133 0.515 -3.852
H -1.178 1.578 -4.942
H 1.053 2.475 -4.541
H 1.933 0.956 -4.213
H -0.712 -0.137 -4.732
H 2.090 2.348 -3.090
C 1.998 0.004 -1.239
O 3.117 0.274 -1.363
Cl -2.772 -1.080 -1.365
C -2.450 -0.055 2.483
N -1.199 -0.080 3.223
C -1.311 0.072 4.673
C -0.077 -0.288 2.529
O -0.210 -0.571 1.268
N 1.174 -0.186 3.004
C 1.615 -0.107 4.390
C 2.271 -0.288 2.039
H -3.230 0.216 3.197
H -2.662 -1.032 2.038
H -2.415 0.682 1.670
H -0.879 -0.793 5.201
H -0.872 1.017 5.037
H -2.385 0.083 4.879
H 2.111 -1.046 4.667
H 2.323 0.727 4.490
H 0.811 0.069 5.091
H 2.277 -1.273 1.546
H 2.205 0.485 1.258
H 3.216 -0.157 2.585

As for the spin multiplicity: 7. Its net charge is +2. As for the expectation value of S²: 12.077. The calculation puts the gap between HOMO and LUMO (spin up / spin down) at 7.204 / 8.004 eV.

Results of the Löwdin charge analysis, in e, for atoms 1 through 6: number 1, C, carries -0.361; number 2, I, carries 0.964; number 3, H, carries -0.003; number 4, H, carries 0.027; number 5, H, carries 0.026; number 6, Tb, carries 0.869

---

6.
A gas-phase ion, C9H13O (charge +1) in a non-equilibrium geometry, computed with ωB97M-V/def2-TZVPD.

CARTESIAN COORDINATES (ANGSTROEM)
C -1.153 -2.044 0.630
C -0.028 -1.958 -0.208
C -1.234 -1.455 1.883
C 1.011 -1.205 0.253
C -0.357 -0.491 2.204
C 0.830 -0.296 1.389
C 1.032 1.152 0.644
C -0.230 1.371 -2.770
C -0.131 1.407 -0.364
O 0.495 1.357 -1.643
H -1.962 -2.520 0.210
H 0.009 -2.620 -1.049
H -2.046 -1.749 2.484
H 1.826 -0.971 -0.413
H -0.361 -0.074 3.184
H 1.162 2.029 1.363
H 2.008 1.128 0.161
H 1.834 -0.242 1.891
H -0.526 2.377 -3.188
H 0.411 0.901 -3.515
H -1.149 0.689 -2.812
H -0.973 0.774 -0.211
H -0.471 2.438 -0.124

As for the spin multiplicity: 1. As for the energy above the lowest of the compared OMol25 structures with the same formula, charge and spin: 170.4 kJ/mol. Its net charge is +1. The calculation puts the gap between HOMO and LUMO at 7.202 eV.

Results of the natural (NBO) charge analysis, in e, for atoms 1 through 6: number 1, C, carries 0.061; number 2, C, carries -0.278; number 3, C, carries -0.262; number 4, C, carries 0.071; number 5, C, carries 0.023; number 6, C, carries -0.400

---

7.
A molecular structure, C24H33IrO6 in a non-equilibrium geometry, computed with ωB97M-V/def2-TZVPD.

CARTESIAN COORDINATES (ANGSTROEM)
C 0.586 1.936 -3.358
C 0.968 1.624 -1.892
C -0.067 0.631 -3.873
C 0.699 -0.482 -3.162
H 0.006 0.573 -4.969
H -1.125 0.641 -3.559
C 1.485 0.188 -1.966
H 0.037 1.674 -1.301
H 1.707 2.332 -1.481
C 1.206 -0.718 -0.764
H 2.567 0.192 -2.214
H 1.436 -0.932 -3.859
C -0.088 -1.642 -2.448
C -0.453 3.055 -3.504
C 1.882 2.228 -4.201
O 2.006 1.784 -5.322
O -1.170 3.434 -2.603
O -0.490 3.533 -4.753
O 2.829 2.964 -3.551
C 2.853 4.426 -3.569
H 2.755 4.761 -2.525
H 2.042 4.843 -4.181
H 3.828 4.724 -3.967
C -1.293 4.706 -4.937
H -2.320 4.555 -4.585
H -1.269 4.895 -6.012
H -0.835 5.541 -4.392
O 0.671 -1.964 -1.245
H 0.457 -0.254 -0.089
H 2.118 -0.941 -0.188
C -0.135 -2.888 -3.328
C -1.508 -1.237 -2.020
H -2.178 -1.142 -2.882
H -1.515 -0.299 -1.444
H -1.898 -2.033 -1.367
H -0.738 -3.658 -2.834
H 0.880 -3.275 -3.484
H -0.588 -2.657 -4.302
Ir -0.472 -1.299 3.470
C 0.998 -3.032 4.614
C 1.245 -2.841 3.209
C 1.578 -1.453 3.010
H 1.403 -3.648 2.473
C 1.399 -0.788 4.295
C 1.036 -1.799 5.248
H 0.724 -1.532 6.255
H 0.592 -3.969 4.988
H 2.138 -1.032 2.165
H 1.595 0.271 4.501
C -2.890 -1.395 3.644
C -2.453 -1.077 4.962
C -1.512 -0.001 4.890
H -2.744 -1.630 5.863
C -1.519 0.479 3.522
C -2.383 -0.392 2.758
H -2.759 -0.179 1.747
H -3.592 -2.185 3.394
H -0.910 0.407 5.703
H -1.076 1.421 3.181
C -1.148 -3.099 6.507
O -1.012 -2.650 5.160
H -0.235 -3.679 6.815
H -2.037 -3.741 6.491
H -1.313 -2.277 7.262

As for the spin multiplicity: 6. Its net charge is -1. As for the expectation value of S²: 8.784. The calculation puts the gap between HOMO and LUMO (spin up / spin down) at 1.551 / 5.959 eV.

Results of the natural (NBO) charge analysis, in e, for atoms 1 through 6: number 1, C, carries -0.244; number 2, C, carries -0.404; number 3, C, carries -0.415; number 4, C, carries -0.235; number 5, H, carries 0.251; number 6, H, carries 0.199

---

8.
A molecular structure, C29H33AsBrMnN5O8S, computed with ωB97M-V/def2-TZVPD.

CARTESIAN COORDINATES (ANGSTROEM)
Mn -0.542 -0.268 -0.531
O -1.352 0.492 3.975
As -1.374 0.995 2.309
O -2.028 3.305 3.609
O -0.594 -0.239 1.506
C -3.253 1.270 2.012
C -4.075 1.349 3.127
C -5.434 1.555 2.953
C -5.970 1.707 1.682
C -5.151 1.631 0.567
C -3.796 1.402 0.742
S -2.775 1.152 -0.670
O -1.444 1.682 -0.269
O -3.391 1.754 -1.807
O -2.584 -0.324 -0.736
H -0.762 -0.269 4.059
H -3.650 1.286 4.117
H -6.075 1.623 3.822
H -7.029 1.890 1.558
H -5.540 1.748 -0.435
C 2.962 3.869 1.202
C 1.582 3.753 1.774
C 0.950 4.877 2.393
C -0.262 4.799 2.987
C -0.971 3.550 3.028
Br 1.385 3.543 -2.080
N -0.366 2.516 2.320
C 0.883 2.602 1.730
H 3.088 4.831 0.707
H 3.138 3.088 0.469
H 3.714 3.785 1.992
H 1.472 5.827 2.373
H -0.739 5.647 3.458
H 1.241 1.716 1.223
O -1.128 -7.669 2.535
C -0.748 -6.433 2.924
O -0.472 -6.218 4.068
C -0.703 -5.374 1.862
C 0.062 -4.241 2.122
C 0.134 -3.218 1.197
C -0.545 -3.331 -0.011
C -1.349 -4.437 -0.260
C -1.421 -5.458 0.674
N -0.435 -2.267 -0.952
C -0.412 -2.543 -2.201
C -0.384 -1.430 -3.149
C -0.264 -1.587 -4.513
C -0.227 -0.440 -5.305
C -0.322 0.796 -4.701
C -0.458 0.873 -3.314
N -0.476 -0.221 -2.564
H -1.200 -7.717 1.575
H 0.583 -4.174 3.067
H 0.692 -2.318 1.411
H -1.952 -4.477 -1.157
H -2.085 -6.291 0.480
H -0.401 -3.569 -2.565
H -0.193 -2.577 -4.943
H -0.119 -0.522 -6.378
H -0.287 1.715 -5.268
H -0.506 1.829 -2.805
C 4.592 1.568 -1.529
C 3.682 0.342 -1.518
C 4.410 -0.843 -0.893
C 3.256 0.029 -2.957
N 2.529 0.715 -0.672
N 1.568 -0.347 -0.534
H 5.436 1.399 -2.200
H 4.982 1.767 -0.530
H 4.038 2.443 -1.876
H 5.326 -1.047 -1.449
H 3.815 -1.762 -0.906
H 4.676 -0.619 0.141
H 4.131 -0.189 -3.571
H 2.735 0.894 -3.373
H 2.600 -0.846 -3.027
H 2.057 1.511 -1.124
H 1.821 -0.843 0.317
H 1.702 -1.016 -1.292

As for the spin multiplicity: 2. As for the energy above the lowest of the compared OMol25 structures with the same formula, charge and spin: 21.9 kJ/mol. As for the expectation value of S²: 0.778. The calculation puts the gap between HOMO and LUMO (spin up / spin down) at 5.839 / 5.828 eV.

Results of the Löwdin charge analysis, in e, for atoms 1 through 6: number 1, Mn, carries 0.564; number 2, O, carries -0.195; number 3, As, carries 1.190; number 4, O, carries 0.013; number 5, O, carries -0.454; number 6, C, carries -0.228